56
Properties=species:S:1:pos:R:3:forces:R:3 method="wB97M-V/def2-TZVPD" total_charge=-1 lumo_ev=2.166 fmax_ev_per_a=1.196 homo_ev=-2.136 energy_ha=-1279.55900
C 4.6069 -3.3614 1.7742 0.075 -0.457 -0.524
C 4.1005 -4.5205 0.8627 -0.045 0.043 -0.501
B 5.4326 -5.3375 0.4823 -0.262 -0.963 0.124
O 6.2581 -4.7495 -0.5346 0.310 0.966 0.633
N 5.7410 -6.5551 1.1547 -0.472 0.429 0.487
Cl 6.9908 -6.1036 2.3303 0.518 -0.158 -0.342
H 4.6114 -2.4113 1.2459 -0.156 0.205 0.020
H 4.0177 -3.2976 2.6825 -0.076 0.237 0.135
H 5.6393 -3.5565 2.0552 0.132 0.061 0.337
H 3.5565 -4.1336 -0.0028 -0.036 0.248 -0.052
H 3.4039 -5.1323 1.4241 -0.024 -0.247 0.101
H 6.9259 -4.2134 -0.0763 0.003 -0.329 -0.428
C 1.8375 0.3112 3.8758 -0.002 0.044 0.039
C 1.5931 0.2590 2.3752 -0.008 0.059 0.129
N 1.0408 -1.0053 1.9370 -0.047 -0.095 -0.204
C 1.0857 -1.1867 0.4963 0.101 -0.004 -0.106
C 0.2414 -0.2312 -0.3558 -0.018 -0.069 -0.169
C -0.1863 -1.4211 2.5885 -0.040 -0.043 0.246
C -1.3977 -0.4799 2.5195 -0.094 -0.068 0.004
H 2.4454 -0.5349 4.1970 -0.020 -0.037 -0.026
H 2.3694 1.2288 4.1317 -0.004 0.012 -0.005
H 0.9064 0.3050 4.4447 0.000 -0.009 0.004
H 2.5533 0.3928 1.8707 -0.029 -0.052 -0.093
H 0.9662 1.1200 2.0856 0.032 0.032 0.024
H 0.8070 -2.2164 0.2612 -0.054 -0.022 0.113
H 2.1301 -1.1018 0.1836 0.025 0.062 0.089
H -0.8225 -0.4612 -0.2934 -0.014 0.053 0.039
H 0.5255 -0.3269 -1.4063 0.022 -0.006 0.004
H 0.3882 0.8126 -0.0728 -0.003 -0.004 0.033
H 0.0390 -1.6042 3.6425 0.032 0.051 0.002
H -0.4656 -2.3998 2.1923 0.046 0.019 -0.112
H -1.1300 0.5527 2.7501 0.034 0.000 -0.006
H -2.1458 -0.7920 3.2519 0.015 -0.010 0.010
H -1.8806 -0.4980 1.5434 0.031 0.071 -0.024
C -4.2571 1.0985 -1.0655 0.001 -0.046 -0.012
C -4.3644 2.0691 -2.2323 0.021 -0.135 0.029
N -3.6582 3.3145 -1.9998 -0.034 0.139 0.003
C -3.9899 4.3564 -2.9531 -0.135 0.108 -0.051
C -3.6228 4.1347 -4.4251 0.025 0.101 -0.043
C -2.2508 3.1786 -1.6648 0.165 -0.128 0.185
C -1.3427 2.4359 -2.6510 0.118 0.087 0.009
H -4.5680 1.5744 -0.1347 0.030 0.036 0.003
H -4.9043 0.2382 -1.2401 0.002 -0.010 -0.014
H -3.2421 0.7206 -0.9374 0.003 0.003 0.010
H -5.4208 2.3090 -2.3816 0.017 0.094 -0.052
H -4.0298 1.5591 -3.1498 -0.031 -0.029 0.005
H -3.5387 5.2915 -2.6103 0.079 -0.039 0.034
H -5.0712 4.5188 -2.8923 -0.015 -0.082 0.013
H -2.5524 4.2347 -4.5990 0.014 -0.068 0.008
H -4.1193 4.8858 -5.0435 -0.012 0.003 0.013
H -3.9412 3.1557 -4.7840 0.005 -0.020 0.023
H -2.1850 2.6713 -0.6986 -0.048 -0.042 -0.020
H -1.8446 4.1760 -1.4795 -0.085 0.063 -0.090
H -1.7839 1.4992 -2.9939 -0.020 -0.002 0.014
H -0.4016 2.1871 -2.1578 -0.003 -0.016 0.006
H -1.0964 3.0405 -3.5229 -0.070 -0.039 -0.054